C45H38BrF4InN2O2P3 | wB97M-V/def2-TZVPD

Properties
Energy relative to the best compared isomer or geometry (same formula, charge and spin) (eV): 0.253
Highest occupied orbital energy (spin up / spin down) (hartree): -0.5795 / -0.5407
2S+1: 1
Net charge: +3
Gap between HOMO and LUMO (spin up / spin down) (eV): 6.581 / 5.109

```
96
Properties=species:S:1:pos:R:3:mulliken_charge:R:1
In -1.07 1.90 -0.26 1.790
F 5.57 4.94 -1.84 -0.234
C 4.54 4.47 -1.18 0.636
C 4.59 4.32 0.19 0.205
F 5.67 4.65 0.86 -0.244
C 3.48 3.83 0.85 0.405
F 3.54 3.70 2.18 -0.337
C 2.31 3.47 0.19 -0.345
P 0.91 2.90 1.19 0.261
C 1.45 1.47 2.14 0.904
C 0.82 1.14 3.34 -0.570
C 1.19 0.00 4.03 -1.056
C 2.19 -0.82 3.53 -0.646
C 2.80 -0.51 2.32 -0.776
C 2.43 0.62 1.62 -0.787
C 0.41 4.26 2.26 0.681
C -0.43 5.22 1.70 -0.807
C -0.80 6.34 2.42 -0.717
C -0.34 6.49 3.73 -0.641
C 0.51 5.55 4.29 -0.819
C 0.90 4.43 3.55 -0.026
C 2.29 3.63 -1.20 0.196
Br 0.77 3.24 -2.28 -0.063
C 3.38 4.12 -1.88 0.233
F 3.36 4.28 -3.19 -0.291
H 0.04 1.78 3.75 0.583
H 0.72 -0.23 4.98 0.492
H 2.51 -1.69 4.09 0.502
H 3.59 -1.15 1.93 0.540
H 2.93 0.87 0.69 0.460
H -0.74 5.13 0.66 0.546
H -1.43 7.10 1.98 0.482
H -0.62 7.37 4.30 0.437
H 0.89 5.68 5.29 0.465
H 1.59 3.72 3.99 0.497
C -3.93 4.44 -3.40 -0.652
O -4.19 4.34 -1.97 -0.432
C -3.38 3.62 -1.25 0.902
O -2.38 3.03 -1.70 -0.609
N -3.76 3.55 0.04 -0.218
N -2.90 2.95 0.98 -0.396
H -4.74 5.06 -3.78 0.259
H -3.95 3.45 -3.84 0.304
H -2.97 4.93 -3.56 0.313
H -4.55 4.09 0.36 0.274
H -3.40 2.19 1.45 0.197
H -2.59 3.62 1.67 0.362
C 0.04 -2.78 0.27 -0.264
P -0.64 -1.14 -0.32 0.477
C -2.08 -0.97 0.80 0.313
C -3.28 -0.43 0.31 -0.086
C -4.33 -0.16 1.18 -1.200
C -4.20 -0.40 2.54 -0.375
C -3.02 -0.94 3.03 -0.834
C -1.96 -1.22 2.16 -0.304
C -1.36 -1.52 -1.93 0.565
C -2.33 -2.51 -2.12 -0.287
C -2.82 -2.77 -3.38 -0.940
C -2.35 -2.05 -4.48 -0.648
C -1.39 -1.07 -4.31 -0.839
C -0.89 -0.81 -3.04 -0.658
P 1.31 -3.50 -0.80 0.305
C 2.49 -4.44 0.09 0.967
C 2.63 -4.39 1.49 -0.340
C 3.58 -5.17 2.11 -0.795
C 4.42 -5.99 1.35 -0.471
C 4.31 -6.03 -0.03 -0.695
C 3.35 -5.26 -0.67 -0.710
C 0.64 -4.41 -2.18 0.473
C 0.02 -5.64 -1.93 -0.295
C -0.51 -6.35 -2.99 -0.807
C -0.41 -5.86 -4.28 -0.492
C 0.22 -4.64 -4.53 -0.700
C 0.74 -3.91 -3.47 -0.123
H -0.77 -3.52 0.36 0.718
H 0.48 -2.61 1.26 -0.253
H -3.42 -0.30 -0.76 0.461
H -5.27 0.21 0.78 0.514
H -5.03 -0.21 3.21 0.461
H -2.92 -1.16 4.08 0.507
H -1.05 -1.62 2.58 0.190
H -2.71 -3.07 -1.27 0.474
H -3.58 -3.54 -3.52 0.524
H -2.74 -2.26 -5.47 0.486
H -1.02 -0.51 -5.16 0.522
H -0.12 -0.05 -2.90 0.480
H 1.98 -3.76 2.09 0.318
H 3.67 -5.16 3.19 0.450
H 5.16 -6.60 1.85 0.420
H 4.96 -6.67 -0.61 0.442
H 3.26 -5.30 -1.75 0.466
H -0.04 -6.04 -0.92 0.456
H -0.99 -7.31 -2.81 0.468
H -0.81 -6.43 -5.11 0.457
H 0.31 -4.27 -5.54 0.472
H 1.24 -2.96 -3.66 0.473
```